(1)
{"formula": "C9H12O2Si", "method": "ωB97M-V/def2-TZVPD", "total_energy_ev": -21490.3118, "relative_energy_kcal_mol": 219.4, "lumo_energy_ev": [-2.213, -2.211], "e_homo_ev": [-7.197, -7.200], "charge": 0, "species": ["C", "C", "C", "C", "C", "C", "C", "C", "C", "O", "O", "Si", "H", "H", "H", "H", "H", "H", "H", "H", "H", "H", "H", "H"], "xyz": [[2.636359, -2.010701, -1.077975], [-0.926509, 2.958776, 1.420429], [1.571564, -1.531280, -0.888610], [-0.855189, 2.234658, 0.420708], [-2.308210, 0.147621, -2.075272], [-0.989669, 0.060697, -1.815022], [-1.174498, -1.454944, 1.109457], [3.889252, -2.691767, -1.352000], [-1.335182, 3.812203, 2.498139], [3.831076, -3.568876, -2.412013], [-1.627954, 3.280041, 3.805743], [-0.205114, -1.079754, -0.497508], [-2.707969, 1.023862, -2.739208], [-3.048202, -0.278086, -1.452598], [-0.199883, 0.441149, -2.521189], [-0.869830, -0.879760, 1.972754], [-2.211753, -1.250651, 0.884341], [-1.082321, -2.512888, 1.256005], [4.144735, -3.232957, -0.519715], [4.682958, -1.874364, -1.518922], [-2.132959, 4.501661, 2.311458], [-0.428666, 4.316376, 2.757928], [3.705708, -3.175093, -3.202875], [-2.357744, 2.764079, 3.635944]], "atomic_forces_ev_per_a": [[1.72, -1.12, -0.51], [-1.23, -1.52, -1.08], [-4.48, 1.34, 1.25], [0.73, -0.70, 0.44], [0.73, 2.87, -0.94], [0.71, -1.94, -0.78], [0.73, -0.27, -1.70], [0.94, 3.10, -1.78], [1.60, 0.84, 1.51], [0.52, -3.05, 3.22], [1.90, 0.66, 0.01], [0.03, 2.99, -0.08], [0.88, -2.05, 0.89], [-0.61, -0.62, 0.54], [-1.03, 0.09, 0.93], [0.34, 0.19, -0.03], [-0.27, 0.28, -0.12], [0.07, -0.69, 0.54], [0.83, -1.32, 2.07], [-0.89, -1.08, 0.36], [-0.33, 0.53, -0.81], [0.44, 1.34, -0.06], [-0.65, 2.25, -3.89], [-2.69, -2.14, 0.00]], "mulliken_charge": [1.34, 0.38, -0.99, -0.74, -0.42, -0.09, -0.91, -0.64, -0.67, -0.47, -0.52, 0.32, 0.20, 0.23, 0.25, 0.33, 0.29, 0.38, 0.34, 0.29, 0.31, 0.21, 0.29, 0.28]}

***

(2)
{"formula": "C9H12O3", "method": "ωB97M-V/def2-TZVPD", "total_energy_ev": -15664.8386, "relative_energy_kcal_mol": 120.6, "lumo_energy_ev": 0.286, "e_homo_ev": -8.533, "charge": 0, "species": ["C", "O", "C", "O", "C", "C", "C", "C", "C", "C", "C", "O", "H", "H", "H", "H", "H", "H", "H", "H", "H", "H", "H", "H"], "xyz": [[-2.637636, -0.248783, -0.217890], [-1.435213, 0.042559, -0.887583], [-0.349566, -0.205158, -0.074174], [-0.442208, -1.405676, 0.593861], [-0.407810, -2.495499, -0.354572], [1.172832, 0.070946, -0.913026], [1.233436, 1.418331, -1.119283], [0.217742, 2.126467, -0.187558], [0.125583, 0.957182, 0.880633], [1.565510, 0.426767, 1.262444], [2.196573, -0.279510, 0.042470], [3.351618, -0.555144, -0.085763], [-2.708722, 0.155586, 0.773418], [-2.748790, -1.316422, -0.079341], [-3.408348, 0.069265, -0.920560], [-0.212492, -3.377964, 0.188508], [0.428687, -2.274016, -0.999486], [-1.297587, -2.609785, -0.995082], [2.041757, 1.930977, -1.552388], [0.675224, 3.011077, 0.132559], [-0.696476, 2.111004, -0.643171], [-0.365335, 1.229312, 1.709620], [1.513794, -0.079913, 2.177281], [2.187432, 1.298388, 1.269085]], "atomic_forces_ev_per_a": [[-0.76, -0.64, -0.97], [0.72, 0.02, -0.01], [3.33, 1.95, 0.29], [-0.07, -0.48, -0.60], [0.12, 1.07, -0.40], [-3.55, 0.23, -0.85], [-1.76, -1.31, 0.25], [2.45, -3.42, 0.18], [2.17, -1.10, -3.53], [-1.29, 0.69, -0.86], [0.69, 0.50, 0.27], [0.43, -0.70, 0.23], [-0.07, 0.80, 0.40], [-0.08, -0.37, -0.06], [-0.19, 0.23, 0.49], [0.07, -0.99, 0.65], [0.31, -0.31, -0.46], [0.07, 0.26, 0.52], [1.23, 0.45, -0.19], [0.01, 1.55, 0.58], [-2.53, 1.18, -1.05], [-2.38, 0.72, 3.13], [0.36, -0.87, 1.30], [0.72, 0.52, 0.70]], "mulliken_charge": [-0.84, -0.45, 0.68, -0.45, -0.84, 0.16, -0.55, -0.78, -0.73, -0.66, 0.30, -0.60, 0.32, 0.33, 0.28, 0.33, 0.37, 0.30, 0.45, 0.43, 0.42, 0.74, 0.50, 0.31]}

***

(3)
{"formula": "C9H12O6", "method": "ωB97M-V/def2-TZVPD", "total_energy_ev": -21808.9505, "relative_energy_kcal_mol": 40.8, "lumo_energy_ev": [0.260, 0.005], "e_homo_ev": [-7.269, -7.079], "charge": 0, "species": ["C", "C", "C", "C", "C", "C", "C", "C", "C", "O", "O", "O", "O", "O", "O", "H", "H", "H", "H", "H", "H", "H", "H", "H", "H", "H", "H"], "xyz": [[-0.629397, -0.189850, 1.143784], [-2.251936, -1.207100, -2.317602], [-2.645914, -0.698742, -1.165785], [2.438386, 0.340801, 1.457352], [1.026780, -0.603518, -0.279226], [2.305554, -0.896350, 0.543867], [-1.665649, 0.648145, 0.672062], [0.858890, 0.892901, -0.076067], [-2.281589, 0.673582, -0.681630], [-0.259453, -0.154938, 2.325013], [-0.123875, -1.189436, 0.244646], [1.707109, 1.398267, 0.833763], [3.399119, -1.018928, -0.334344], [-2.064621, 1.588150, 1.555224], [0.544020, 1.692290, -1.100934], [-2.563607, -2.186333, -2.639377], [-1.599600, -0.663370, -2.981762], [-3.283255, -1.265096, -0.501109], [2.009994, 0.152000, 2.442452], [3.474656, 0.678641, 1.537801], [1.158289, -0.890573, -1.326433], [2.149474, -1.799032, 1.140914], [-1.601322, 1.145850, -1.401613], [-3.176626, 1.297099, -0.598089], [3.991168, -1.716938, -0.036718], [-1.631001, 1.357320, 2.403684], [0.714405, 2.615158, -0.859874]], "atomic_forces_ev_per_a": [[-0.37, -0.17, -0.01], [-0.07, -0.09, -0.05], [-0.14, 0.20, -0.01], [0.50, -0.72, 0.53], [0.56, 0.06, -0.15], [-0.31, 0.15, 0.37], [1.19, 0.23, -0.07], [-0.63, 0.22, 0.29], [0.03, -0.01, 0.10], [0.08, -0.21, 0.32], [-0.42, 0.34, 0.54], [-0.84, 0.26, -0.84], [0.34, -0.07, -0.31], [-0.08, -0.19, -0.20], [0.37, 0.09, -0.01], [-0.03, -0.19, -0.01], [0.12, 0.17, -0.13], [-0.10, -0.17, 0.03], [0.06, 0.08, -0.18], [-0.11, -0.11, -0.08], [0.06, 0.04, 0.08], [-0.01, 0.09, -0.10], [-0.18, 0.05, 0.10], [0.03, -0.01, -0.08], [-0.11, 0.11, 0.02], [0.07, -0.07, -0.21], [0.01, -0.07, 0.05]], "mulliken_charge": [1.17, -0.92, 0.02, -0.63, -0.08, -0.02, 0.00, 0.32, -0.63, -0.83, -0.47, -0.48, -0.54, -0.61, -0.46, 0.27, 0.26, 0.32, 0.31, 0.39, 0.48, 0.40, 0.22, 0.43, 0.36, 0.35, 0.35]}

***

(4)
{"formula": "C9H12O9", "method": "ωB97M-V/def2-TZVPD", "total_energy_ev": -27954.7028, "relative_energy_kcal_mol": 2.6, "lumo_energy_ev": 0.143, "e_homo_ev": -11.073, "charge": 0, "species": ["O", "C", "O", "C", "C", "O", "H", "H", "H", "H", "O", "C", "O", "C", "C", "O", "H", "H", "H", "H", "O", "C", "O", "C", "C", "O", "H", "H", "H", "H"], "xyz": [[1.855102, 4.882074, -3.619321], [1.701449, 3.795108, -3.166626], [2.500983, 3.311209, -2.136069], [2.150950, 1.952166, -1.914496], [0.917167, 1.679474, -2.762606], [0.785389, 2.915078, -3.522995], [3.018199, 1.318488, -2.116387], [1.890678, 1.836760, -0.860264], [0.043770, 1.608167, -2.118146], [0.990974, 0.883188, -3.495431], [-1.004423, -1.214848, 3.044739], [-2.143595, -1.416061, 2.755214], [-2.966510, -0.568850, 2.144900], [-3.993664, -1.305336, 1.479951], [-4.062317, -2.560023, 2.363186], [-2.774379, -2.605290, 2.956953], [-4.950897, -0.790652, 1.415361], [-3.709214, -1.447083, 0.433799], [-4.310215, -3.486201, 1.855254], [-4.750057, -2.336155, 3.187797], [3.367687, -2.267721, -1.155664], [2.715148, -1.509620, -0.505751], [1.382247, -1.410712, -0.550288], [0.898566, -0.470464, 0.417358], [2.191846, -0.080147, 1.165180], [3.243187, -0.585278, 0.329599], [0.365562, 0.405849, 0.034552], [0.119554, -0.992135, 0.970066], [2.192086, -0.535940, 2.153860], [2.334738, 0.994967, 1.216275]], "atomic_forces_ev_per_a": [[-0.22, -0.12, -0.13], [1.36, 0.82, 1.03], [-0.92, -0.09, -1.03], [0.51, -0.43, 0.83], [0.00, 1.18, -0.41], [-0.52, -0.94, -0.09], [-0.16, 0.02, -0.18], [0.19, 0.04, -0.04], [-0.18, -0.28, -0.29], [0.00, -0.22, 0.25], [-0.36, 0.28, 0.16], [0.35, -1.23, 0.17], [-0.36, 1.09, -0.59], [-0.30, -0.61, -0.31], [-0.55, 0.99, 0.35], [0.76, -0.08, -0.29], [0.20, 0.38, 0.56], [0.34, -0.38, 0.16], [0.14, -0.02, 0.04], [-0.22, -0.41, -0.27], [-0.36, 0.24, 0.18], [0.96, -0.07, -0.56], [-0.69, 0.30, -0.36], [-0.12, -0.13, 0.39], [-0.56, 0.12, -0.10], [-0.50, -0.32, 0.49], [0.43, -0.16, -0.81], [0.50, -0.02, 0.56], [0.39, 0.03, 0.01], [-0.08, 0.01, 0.27]], "mulliken_charge": [-0.51, 0.57, -0.38, 0.30, -0.27, -0.36, 0.26, -0.15, 0.26, 0.27, -0.55, 0.72, -0.32, -0.29, -0.32, -0.33, 0.27, 0.25, 0.31, 0.26, -0.55, 0.71, -0.36, 0.41, -0.45, -0.34, 0.07, -0.13, 0.30, 0.34]}

***

(5)
{"formula": "C9H12OS2", "method": "ωB97M-V/def2-TZVPD", "total_energy_ev": -33243.0625, "relative_energy_kcal_mol": 62.8, "lumo_energy_ev": 0.572, "e_homo_ev": -8.722, "charge": 0, "species": ["C", "C", "C", "C", "C", "C", "C", "C", "C", "O", "S", "S", "H", "H", "H", "H", "H", "H", "H", "H", "H", "H", "H", "H"], "xyz": [[2.128521, 1.885151, -2.268126], [0.803831, 1.824765, -2.649881], [2.422307, 1.604255, -0.966581], [-0.181233, 1.448391, -1.810950], [1.448811, 1.154048, -0.017108], [0.133451, 1.126494, -0.445534], [-1.279877, -3.164769, 1.019738], [-1.011848, -0.437727, 1.216624], [-0.980420, 0.872125, 0.384623], [-1.418041, -1.656605, -1.158776], [-1.131951, 2.355013, 1.553819], [-0.535698, -1.739865, 0.026248], [2.728464, 1.834674, -3.075366], [0.671283, 1.976397, -3.674531], [3.446707, 1.686491, -0.490948], [-1.247380, 1.464453, -2.189746], [1.704644, 0.813984, 0.941730], [-1.443760, -3.994921, 0.333827], [-2.232733, -2.585977, 1.244482], [-0.563851, -3.502317, 1.746222], [-2.046587, -0.497498, 1.444527], [-0.325695, -0.380598, 2.097701], [-1.880608, 1.094570, -0.158463], [-0.948912, 1.733033, 2.667244]], "atomic_forces_ev_per_a": [[-2.23, -0.79, 2.12], [0.66, -0.29, -0.06], [1.57, -0.79, 3.23], [-1.54, 0.23, 1.35], [-0.12, 1.09, -3.21], [1.44, 0.61, -3.26], [-0.67, 2.09, -1.43], [0.70, 1.26, -1.20], [-1.49, 0.71, 3.13], [-0.34, 0.45, 0.02], [-0.29, 0.48, -1.09], [0.43, -1.64, 0.62], [2.94, 0.78, -1.99], [-0.84, 0.28, -1.45], [-0.97, -0.23, -1.21], [1.32, -0.29, 0.76], [0.49, -0.02, 1.22], [-0.14, 0.30, -0.20], [0.99, -1.74, 0.61], [-0.21, 0.28, 0.97], [-0.89, -0.68, 0.87], [-0.58, -0.34, -0.75], [-0.47, -1.01, -0.36], [0.24, -0.75, 1.34]], "mulliken_charge": [-0.65, -0.43, -0.45, -0.30, -0.39, 0.49, -0.90, -1.05, -0.24, -0.60, -0.18, 0.51, 0.42, 0.41, 0.26, 0.22, 0.44, 0.36, 0.26, 0.34, 0.61, 0.36, 0.41, 0.12]}

***

Number 3 is which compound?
C9H12O6

***

Please write out number 4 again, unchanged.
{"formula": "C9H12O9", "method": "ωB97M-V/def2-TZVPD", "total_energy_ev": -27954.7028, "relative_energy_kcal_mol": 2.6, "lumo_energy_ev": 0.143, "e_homo_ev": -11.073, "charge": 0, "species": ["O", "C", "O", "C", "C", "O", "H", "H", "H", "H", "O", "C", "O", "C", "C", "O", "H", "H", "H", "H", "O", "C", "O", "C", "C", "O", "H", "H", "H", "H"], "xyz": [[1.855102, 4.882074, -3.619321], [1.701449, 3.795108, -3.166626], [2.500983, 3.311209, -2.136069], [2.150950, 1.952166, -1.914496], [0.917167, 1.679474, -2.762606], [0.785389, 2.915078, -3.522995], [3.018199, 1.318488, -2.116387], [1.890678, 1.836760, -0.860264], [0.043770, 1.608167, -2.118146], [0.990974, 0.883188, -3.495431], [-1.004423, -1.214848, 3.044739], [-2.143595, -1.416061, 2.755214], [-2.966510, -0.568850, 2.144900], [-3.993664, -1.305336, 1.479951], [-4.062317, -2.560023, 2.363186], [-2.774379, -2.605290, 2.956953], [-4.950897, -0.790652, 1.415361], [-3.709214, -1.447083, 0.433799], [-4.310215, -3.486201, 1.855254], [-4.750057, -2.336155, 3.187797], [3.367687, -2.267721, -1.155664], [2.715148, -1.509620, -0.505751], [1.382247, -1.410712, -0.550288], [0.898566, -0.470464, 0.417358], [2.191846, -0.080147, 1.165180], [3.243187, -0.585278, 0.329599], [0.365562, 0.405849, 0.034552], [0.119554, -0.992135, 0.970066], [2.192086, -0.535940, 2.153860], [2.334738, 0.994967, 1.216275]], "atomic_forces_ev_per_a": [[-0.22, -0.12, -0.13], [1.36, 0.82, 1.03], [-0.92, -0.09, -1.03], [0.51, -0.43, 0.83], [0.00, 1.18, -0.41], [-0.52, -0.94, -0.09], [-0.16, 0.02, -0.18], [0.19, 0.04, -0.04], [-0.18, -0.28, -0.29], [0.00, -0.22, 0.25], [-0.36, 0.28, 0.16], [0.35, -1.23, 0.17], [-0.36, 1.09, -0.59], [-0.30, -0.61, -0.31], [-0.55, 0.99, 0.35], [0.76, -0.08, -0.29], [0.20, 0.38, 0.56], [0.34, -0.38, 0.16], [0.14, -0.02, 0.04], [-0.22, -0.41, -0.27], [-0.36, 0.24, 0.18], [0.96, -0.07, -0.56], [-0.69, 0.30, -0.36], [-0.12, -0.13, 0.39], [-0.56, 0.12, -0.10], [-0.50, -0.32, 0.49], [0.43, -0.16, -0.81], [0.50, -0.02, 0.56], [0.39, 0.03, 0.01], [-0.08, 0.01, 0.27]], "mulliken_charge": [-0.51, 0.57, -0.38, 0.30, -0.27, -0.36, 0.26, -0.15, 0.26, 0.27, -0.55, 0.72, -0.32, -0.29, -0.32, -0.33, 0.27, 0.25, 0.31, 0.26, -0.55, 0.71, -0.36, 0.41, -0.45, -0.34, 0.07, -0.13, 0.30, 0.34]}